{"formula": "C3H5NOS", "method": "wB97M-V/def2-TZVPD", "elements": ["C", "C", "O", "C", "N", "S", "H", "H", "H", "H", "H"], "coordinates": [[1.81, 0.76, 0.25], [0.83, 0.18, -0.40], [0.50, -1.12, -0.12], [-0.76, -1.42, 0.08], [-1.77, -0.72, 0.07], [-1.86, 0.96, -0.14], [2.11, 1.75, -0.15], [2.40, 0.33, 0.89], [0.50, 0.74, -1.27], [-0.91, -2.53, 0.19], [-2.86, 1.08, 0.62]], "lumo_ev": 0.856, "fmax_ha_per_bohr": 0.1138, "smiles": "C=CO/C=N\\S", "homo_ev": -8.52, "e_tot_ev": -17562.090}

***

{"formula": "C2H4LiO2Sr", "method": "wB97M-V/def2-TZVPD", "elements": ["O", "H", "C", "C", "O", "H", "H", "H", "Sr", "Li"], "coordinates": [[-2.15, 1.03, -0.79], [-2.22, 1.61, -1.55], [0.41, -0.85, -0.94], [0.74, -0.84, 0.38], [0.49, 0.20, 1.18], [0.18, 0.11, -1.43], [0.61, -1.74, -1.53], [1.63, -1.42, 0.68], [1.50, 0.95, 3.29], [-1.19, 0.93, 0.71]], "total_charge": -1, "lumo_ev": 2.788, "fmax_ha_per_bohr": 0.0498, "homo_ev": -1.75, "e_tot_ev": -7274.505}

***

{"formula": "C21H20O10", "method": "wB97M-V/def2-TZVPD", "elements": ["C", "O", "C", "C", "C", "C", "C", "C", "O", "C", "C", "O", "C", "C", "O", "C", "O", "C", "O", "C", "C", "O", "C", "C", "O", "C", "O", "C", "C", "O", "C", "H", "H", "H", "H", "H", "H", "H", "H", "H", "H", "H", "H", "H", "H", "H", "H", "H", "H", "H", "H"], "coordinates": [[0.97, 4.05, -4.01], [1.37, 2.79, -3.53], [0.69, 2.24, -2.48], [-0.38, 2.86, -1.86], [-1.04, 2.28, -0.79], [-0.64, 1.05, -0.31], [-1.32, 0.40, 0.87], [-0.35, 0.15, 2.00], [0.89, 0.65, 1.80], [1.86, 0.44, 2.70], [3.19, 1.02, 2.27], [3.09, 1.89, 1.18], [1.66, -0.25, 3.85], [0.38, -0.82, 4.14], [0.06, -1.49, 5.12], [-0.64, -0.56, 3.11], [-1.85, -1.11, 3.35], [-1.97, -0.90, 0.46], [-1.18, -1.98, 0.59], [-1.65, -3.19, 0.27], [-0.63, -4.29, 0.51], [0.41, -3.90, 1.35], [-2.89, -3.40, -0.22], [-3.79, -2.29, -0.41], [-4.94, -2.34, -0.85], [-3.23, -0.99, -0.02], [-4.05, 0.06, -0.17], [0.41, 0.40, -0.94], [1.10, 0.97, -2.01], [2.13, 0.21, -2.46], [2.90, 0.58, -3.59], [1.66, 4.28, -4.83], [-0.05, 4.04, -4.39], [1.07, 4.82, -3.23], [-0.72, 3.82, -2.21], [-1.87, 2.80, -0.33], [-2.13, 1.06, 1.23], [3.86, 0.18, 2.05], [3.62, 1.60, 3.09], [2.59, 1.46, 0.47], [2.47, -0.40, 4.54], [-1.75, -1.52, 4.24], [-1.16, -5.18, 0.89], [-0.16, -4.56, -0.44], [0.05, -3.60, 2.20], [-3.23, -4.40, -0.45], [-4.88, -0.32, -0.52], [0.74, -0.57, -0.61], [3.44, 1.51, -3.42], [2.27, 0.69, -4.48], [3.60, -0.24, -3.73]], "lumo_ev": 0.499, "fmax_ha_per_bohr": 0.0217, "smiles": "COc1ccc(C(c2oc(CO)cc(=O)c2O)c2oc(CO)cc(=O)c2O)cc1OC", "homo_ev": -8.40, "e_tot_ev": -42574.131}

***

{"formula": "C6H14N2O2", "method": "wB97M-V/def2-TZVPD", "elements": ["C", "C", "C", "O", "N", "H", "H", "H", "H", "H", "H", "H", "C", "C", "C", "O", "N", "H", "H", "H", "H", "H", "H", "H"], "coordinates": [[0.25, 0.01, 2.88], [-2.07, 1.27, 0.13], [-0.75, -0.01, 1.75], [-1.42, -0.97, 1.44], [-0.86, 1.15, 0.94], [1.18, -0.48, 2.62], [-0.13, 1.85, 0.89], [-2.59, 2.23, 0.10], [0.31, 1.02, 3.23], [-0.17, -0.61, 3.68], [-1.83, 0.90, -0.87], [-2.75, 0.54, 0.57], [-0.56, -0.34, -2.63], [2.44, -0.90, -0.31], [1.42, -0.26, -1.28], [1.72, 0.83, -1.71], [0.38, -1.02, -1.74], [0.00, -1.80, -1.25], [-0.95, -1.10, -3.30], [3.33, -0.29, -0.33], [-1.40, 0.20, -2.19], [0.01, 0.48, -3.06], [1.95, -0.73, 0.67], [2.49, -1.98, -0.21]], "spin_multiplicity": 2, "total_charge": 1, "s_squared": 0.76, "lumo_ev": [-3.456, -9.036], "fmax_ha_per_bohr": 0.0628, "homo_ev": [-13.61, -13.28], "e_tot_ev": -13514.916}

***

{"formula": "C3H8N3S", "method": "wB97M-V/def2-TZVPD", "elements": ["C", "C", "C", "N", "N", "N", "S", "H", "H", "H", "H", "H", "H", "H", "H"], "coordinates": [[0.52, 0.82, 0.20], [1.99, 1.06, 0.24], [-1.81, -1.07, -1.16], [0.16, -0.39, -0.05], [-0.32, 1.76, 0.39], [-1.22, -0.56, 0.04], [-1.99, 1.06, 0.54], [2.26, 0.58, 1.17], [2.34, 2.10, 0.17], [2.58, 0.49, -0.50], [-1.56, -2.15, -0.98], [-2.97, -0.83, -1.19], [-1.33, -0.64, -2.02], [-0.05, 2.72, 0.84], [-1.35, -1.29, 0.79]], "spin_multiplicity": 3, "total_charge": 1, "s_squared": 2.01, "lumo_ev": [-3.763, -7.343], "fmax_ha_per_bohr": 0.0846, "homo_ev": [-11.53, -14.96], "e_tot_ev": -18534.390}

***

{"formula": "C15H42Cl3N3O8", "method": "wB97M-V/def2-TZVPD", "elements": ["Cl", "C", "Cl", "Cl", "H", "C", "N", "C", "C", "O", "H", "H", "H", "H", "H", "H", "H", "C", "N", "C", "C", "O", "H", "H", "H", "H", "H", "H", "H", "C", "N", "C", "C", "O", "H", "H", "H", "H", "H", "H", "H", "C", "O", "H", "H", "H", "H", "C", "O", "H", "H", "H", "H", "C", "O", "H", "H", "H", "H", "C", "O", "H", "H", "H", "H", "C", "O", "H", "H", "H", "H"], "coordinates": [[-6.32, -20.90, 7.61], [-6.25, -19.99, 6.08], [-7.82, -19.80, 5.41], [-5.13, -20.76, 4.97], [-5.88, -18.97, 6.23], [-1.72, -15.47, 0.66], [-2.26, -16.64, -0.04], [-3.34, -17.36, 0.42], [-3.89, -18.50, -0.46], [-3.85, -17.10, 1.49], [-1.75, -15.62, 1.72], [-2.28, -14.60, 0.31], [-0.70, -15.43, 0.30], [-1.87, -16.74, -0.97], [-3.38, -18.52, -1.42], [-4.98, -18.37, -0.58], [-3.71, -19.42, 0.05], [-3.94, -15.08, 7.85], [-3.32, -15.58, 6.65], [-3.93, -16.64, 6.02], [-3.34, -17.05, 4.69], [-4.93, -17.18, 6.46], [-4.07, -15.83, 8.61], [-4.93, -14.74, 7.57], [-3.34, -14.28, 8.23], [-2.77, -14.94, 6.12], [-4.09, -16.78, 3.98], [-3.21, -18.12, 4.65], [-2.42, -16.51, 4.48], [-6.61, -12.53, 6.47], [-6.42, -12.83, 5.05], [-5.18, -13.17, 4.59], [-5.09, -13.56, 3.10], [-4.22, -13.33, 5.33], [-5.57, -12.51, 6.97], [-7.12, -13.36, 7.01], [-7.17, -11.64, 6.62], [-7.16, -12.95, 4.39], [-5.53, -14.54, 3.01], [-4.07, -13.57, 2.74], [-5.68, -12.90, 2.48], [-8.48, -18.09, -0.46], [-7.55, -19.05, 0.03], [-9.50, -18.23, -0.14], [-8.11, -17.08, -0.25], [-8.48, -18.13, -1.58], [-7.17, -18.66, 0.80], [-7.19, -17.05, 3.34], [-6.54, -17.53, 2.18], [-6.73, -17.38, 4.25], [-7.18, -15.96, 3.31], [-8.25, -17.42, 3.32], [-5.58, -17.61, 2.24], [-7.63, -16.26, 9.48], [-7.56, -15.90, 8.13], [-6.59, -16.33, 9.86], [-8.23, -15.51, 10.02], [-8.03, -17.28, 9.56], [-6.69, -15.89, 7.73], [-7.08, -14.41, 0.49], [-8.02, -13.72, 1.40], [-7.45, -14.63, -0.53], [-6.14, -13.83, 0.28], [-6.87, -15.37, 0.90], [-8.72, -13.46, 0.81], [-9.54, -15.66, 5.61], [-9.01, -16.96, 5.97], [-8.75, -15.23, 5.00], [-10.39, -15.86, 5.05], [-9.83, -15.11, 6.52], [-8.30, -16.82, 6.62]], "lumo_ev": 0.473, "fmax_ha_per_bohr": 0.0545, "smiles": "ClC(Cl)Cl.CNC(C)=O.CNC(C)=O.CNC(C)=O.CO.CO.CO.CO.CO", "homo_ev": -9.55, "e_tot_ev": -74652.968}

***

{"formula": "C20H33F8N5O2P", "method": "wB97M-V/def2-TZVPD", "elements": ["O", "N", "O", "C", "P", "F", "C", "F", "F", "C", "F", "F", "C", "F", "F", "F", "H", "H", "H", "H", "H", "C", "C", "C", "C", "N", "H", "H", "H", "H", "H", "H", "H", "C", "C", "C", "C", "N", "H", "H", "H", "H", "H", "H", "H", "C", "C", "C", "C", "N", "H", "H", "H", "H", "H", "H", "H", "C", "C", "C", "C", "N", "H", "H", "H", "H", "H", "H", "H"], "coordinates": [[-3.78, -1.76, 0.20], [-3.15, -2.17, -0.72], [-3.20, -1.30, -1.78], [-1.77, -1.05, -2.11], [-1.22, -2.34, -3.42], [-2.89, -2.71, -3.75], [0.64, -1.99, -3.18], [1.38, -2.79, -4.11], [0.87, -0.63, -3.62], [1.25, -2.10, -1.72], [1.43, -0.78, -1.23], [0.55, -2.84, -0.79], [2.75, -2.72, -1.75], [2.75, -4.09, -2.00], [3.23, -2.60, -0.41], [3.62, -2.00, -2.54], [-1.23, -1.08, -1.12], [-1.76, -0.03, -2.62], [-1.24, -3.45, -2.47], [-0.86, -3.31, -4.45], [-1.24, -1.31, -4.45], [0.96, 3.90, -1.89], [-0.03, 4.21, -0.77], [-0.94, 3.04, -0.42], [-1.84, 2.69, -1.52], [-2.54, 2.40, -2.39], [0.45, 3.68, -2.83], [1.62, 4.75, -2.06], [1.59, 3.04, -1.63], [-0.62, 5.08, -1.05], [0.54, 4.49, 0.13], [-1.54, 3.30, 0.45], [-0.34, 2.16, -0.14], [6.30, -2.97, 3.10], [4.93, -2.41, 2.71], [4.89, -0.88, 2.70], [5.08, -0.31, 4.04], [5.23, 0.14, 5.09], [6.57, -2.70, 4.12], [6.28, -4.06, 3.04], [7.07, -2.61, 2.42], [4.17, -2.80, 3.40], [4.68, -2.77, 1.71], [3.92, -0.56, 2.31], [5.65, -0.49, 2.02], [3.23, 6.21, 2.80], [2.25, 6.53, 3.92], [1.33, 5.36, 4.26], [0.43, 5.01, 3.16], [-0.28, 4.73, 2.30], [2.72, 5.99, 1.86], [3.89, 7.07, 2.62], [3.86, 5.35, 3.06], [1.65, 7.40, 3.63], [2.81, 6.81, 4.81], [0.73, 5.62, 5.14], [1.93, 4.48, 4.54], [-7.84, -4.26, -0.35], [-7.32, -3.32, -1.43], [-6.38, -4.00, -2.43], [-5.14, -4.46, -1.81], [-4.16, -4.81, -1.32], [-7.03, -4.65, 0.27], [-8.53, -3.73, 0.31], [-8.37, -5.11, -0.80], [-6.80, -2.48, -0.95], [-8.17, -2.91, -1.97], [-6.14, -3.30, -3.23], [-6.90, -4.85, -2.90]], "total_charge": -1, "lumo_ev": 1.877, "fmax_ha_per_bohr": 0.0593, "homo_ev": -4.04, "e_tot_ev": -63845.049}

***

{"formula": "C7H39NO13", "method": "wB97M-V/def2-TZVPD", "elements": ["C", "C", "C", "C", "C", "C", "C", "N", "H", "H", "H", "H", "H", "H", "H", "H", "H", "H", "H", "H", "H", "H", "H", "O", "H", "H", "O", "H", "H", "O", "H", "H", "O", "H", "H", "O", "H", "H", "O", "H", "H", "O", "H", "H", "O", "H", "H", "O", "H", "H", "O", "H", "H", "O", "H", "H", "O", "H", "H", "O"], "coordinates": [[-0.99, 0.01, 0.64], [0.24, -1.00, 0.51], [-0.26, -2.31, 1.20], [-1.62, -2.26, 3.37], [-0.47, -2.17, 2.71], [0.77, -1.89, 3.50], [0.89, -1.04, 4.51], [-1.82, 0.14, -0.56], [-1.64, -0.34, 1.47], [-0.69, 1.05, 0.81], [0.27, -1.15, -0.57], [1.21, -0.50, 0.78], [-1.13, -2.77, 0.62], [0.56, -2.98, 0.88], [-2.65, -2.33, 2.94], [-1.65, -2.08, 4.45], [1.60, -2.33, 2.91], [0.23, -0.30, 4.78], [1.90, -0.95, 4.84], [-2.54, 0.77, -0.30], [-2.34, -0.81, -0.69], [2.54, 0.99, -4.55], [1.38, 0.56, -3.59], [2.22, 1.03, -3.63], [-1.73, 2.81, 0.45], [-2.68, 3.74, 1.24], [-2.55, 2.85, 0.92], [-0.67, -2.05, -2.76], [-1.23, -3.40, -3.41], [-1.23, -2.83, -2.63], [1.24, 2.84, 1.18], [1.85, 1.47, 1.54], [2.03, 2.28, 1.05], [4.40, -0.54, -2.14], [3.29, 0.23, -2.47], [3.48, -0.53, -1.82], [1.09, 4.33, -0.51], [-0.20, 3.50, -0.02], [0.39, 4.24, 0.17], [-0.85, -4.15, -1.10], [0.06, -4.39, 0.14], [-0.71, -4.69, -0.33], [-0.36, 2.43, 3.32], [-0.61, 3.74, 2.34], [-0.50, 3.36, 3.22], [-0.83, 2.24, -2.45], [-2.29, 1.97, -2.78], [-1.46, 2.17, -3.17], [4.54, 1.32, 0.70], [4.04, 0.11, -0.24], [4.43, 0.38, 0.59], [1.39, 2.08, -0.69], [1.23, 2.18, -2.24], [0.80, 2.41, -1.46], [-3.89, -2.71, -0.99], [-2.89, -2.46, -2.11], [-3.70, -2.12, -1.70], [-0.53, -0.12, -2.20], [-0.99, 0.30, -3.51], [-0.38, -0.36, -3.14]], "lumo_ev": -0.021, "fmax_ha_per_bohr": 0.0656, "homo_ev": -9.16, "e_tot_ev": -35997.610}